C4H2O2 | ωB97M-V/def2-TZVPD

Last column: Mulliken charge in e.
Atoms and positions in Å:
O -1.67538 1.07378 0.50719  -0.4462
C -1.38110 0.01526 0.01070  -0.0649
C 0.39897 -1.60918 -0.60336  -0.2312
C 0.02679 -0.38879 -0.28110  0.4814
C 1.27913 0.40366 -0.04757  0.0332
O 2.31290 0.06320 -0.57457  -0.4406
H -2.14169 -0.73978 -0.25696  0.3262
H 1.22926 1.24464 0.66608  0.3421

Cartesian forces (eV/Å) of the 2 atoms listed first:
O 0.3 -0.4 -0.2
C -0.1 0.3 0.2

E ... -303.92350 Ha
HOMO energy ... -10.68 eV
Multiplicity ... 1
F_max ... 0.67 eV Å⁻¹
Gap between HOMO and LUMO ... 9.2 eV